No. 1
This record from OMol25 describes a cluster of 2 separate species, C4H8FNO in total. The level of theory is ωB97M-V/def2-TZVPD.

SMILES string: CC/N=C/F.C=O
Lowest unoccupied orbital energy: 0.669 eV
ΔE to the lowest compared entry with this formula, charge and spin: 47.9 kcal per mole

Element x y z (Å)
C: -2.098 0.289 0.578
C: -1.152 0.216 -0.621
N: -0.012 1.072 -0.606
C: 0.710 1.067 0.395
F: 1.839 1.886 0.369
H: -2.722 -0.579 0.626
H: -2.795 1.089 0.498
H: -1.455 0.222 1.458
H: -0.969 -0.802 -0.585
H: -1.606 0.565 -1.535
H: 0.553 0.634 1.446
C: 2.482 -1.446 -0.466
O: 1.499 -1.253 0.162
H: 2.931 -2.410 -0.658
H: 2.794 -0.550 -1.059

---

No. 2
This record from OMol25 describes a structure of composition C35H42N7SiY. The level of theory is ωB97M-V/def2-TZVPD.

Lowest unoccupied orbital energy: -1.770 eV

Element x y z (Å)
Y: 0.000 0.000 0.000
C: 5.469 -1.857 1.765
C: 5.101 -0.986 2.788
C: 3.869 -0.325 2.737
C: 2.992 -0.519 1.658
C: 3.380 -1.402 0.642
C: 4.609 -2.066 0.690
N: 1.707 0.054 1.561
N: 1.540 1.064 2.289
C: 0.226 1.625 2.453
C: 0.064 2.422 3.588
C: -1.135 3.101 3.807
C: -2.164 2.977 2.886
C: -1.954 2.168 1.786
N: -0.804 1.500 1.554
H: 6.423 -2.376 1.808
H: 5.766 -0.827 3.633
H: 3.594 0.333 3.556
H: 2.706 -1.581 -0.193
H: 4.886 -2.751 -0.107
H: 0.882 2.528 4.293
H: -1.256 3.730 4.685
H: -3.105 3.500 3.018
H: -2.724 2.036 1.031
C: 0.505 -2.982 3.064
C: -0.759 -2.276 2.691
C: -1.888 -2.371 3.494
C: -3.063 -1.697 3.146
C: -3.151 -0.923 1.983
C: -2.068 -0.818 1.111
N: -0.753 -1.558 1.558
N: -2.376 0.096 -0.096
Si: -3.095 -0.796 -1.442
C: -2.078 -0.462 -2.988
C: -3.278 -2.629 -1.174
C: -4.802 -0.040 -1.745
H: 0.339 -4.063 3.099
H: 0.855 -2.640 4.043
H: 1.295 -2.783 2.332
H: -1.862 -2.963 4.402
H: -3.934 -1.772 3.790
H: -4.079 -0.408 1.754
H: -1.072 -0.880 -2.888
H: -1.988 0.613 -3.169
H: -2.552 -0.917 -3.863
H: -2.312 -3.104 -0.980
H: -3.709 -3.103 -2.063
H: -3.942 -2.847 -0.333
H: -4.718 1.034 -1.939
H: -5.446 -0.184 -0.872
H: -5.280 -0.510 -2.610
C: 4.223 1.274 -4.178
C: 4.296 1.062 -2.672
C: 4.078 -0.384 -2.288
C: 5.138 -1.291 -2.459
C: 5.000 -2.627 -2.094
C: 3.805 -3.074 -1.538
C: 2.730 -2.190 -1.350
C: 1.462 -2.714 -0.712
C: 0.513 -3.322 -1.733
C: 2.854 -0.843 -1.756
N: 1.767 0.030 -1.577
C: 1.015 0.230 -2.613
C: -0.173 1.038 -2.602
C: -0.835 1.464 -3.742
C: -1.915 2.219 -3.307
C: -1.861 2.199 -1.934
N: -0.820 1.480 -1.510
H: 4.378 2.331 -4.418
H: 3.250 0.974 -4.577
H: 4.992 0.695 -4.701
H: 3.573 1.716 -2.173
H: 5.280 1.382 -2.305
H: 6.087 -0.951 -2.870
H: 5.830 -3.316 -2.226
H: 3.716 -4.115 -1.237
H: 0.953 -1.918 -0.155
H: 1.722 -3.470 0.039
H: 0.206 -2.588 -2.484
H: -0.388 -3.694 -1.235
H: 0.980 -4.162 -2.258
H: 1.253 -0.228 -3.591
H: -0.560 1.262 -4.769
H: -2.650 2.724 -3.920
H: -2.547 2.684 -1.249
H: -0.775 -1.342 -1.342

---

No. 3
This record from OMol25 describes the molecule C6H5NO4. The level of theory is ωB97M-V/def2-TZVPD.

Lowest unoccupied orbital energy (alpha / beta): -0.507 / -0.198 eV
ΔE to the lowest compared entry with this formula, charge and spin: 130.9 kcal per mole

Element x y z (Å)
C: -1.787 1.615 0.505
C: -2.295 -1.613 -0.107
C: -2.699 0.727 0.108
C: 2.192 -0.227 0.143
C: 0.142 0.470 -0.514
C: 0.061 -0.945 0.091
N: -0.922 -1.776 0.230
O: -0.416 1.558 0.255
O: -2.954 -0.515 -0.390
O: 1.514 0.709 -0.663
O: 1.345 -1.269 0.402
H: -2.003 2.464 1.140
H: -2.915 -2.507 -0.167
H: 3.045 -0.634 -0.306
H: 2.593 0.256 1.077
H: -0.356 0.477 -1.485

---

No. 4
This record from OMol25 describes a structure of composition C31H32FN7O3Sn. The level of theory is ωB97M-V/def2-TZVPD.

Lowest unoccupied orbital energy (alpha / beta): -8.764 / -8.714 eV
Total charge: +2
ΔE to the lowest compared entry with this formula, charge and spin: 57.9 kcal per mole

Element x y z (Å)
Sn: -0.734 -1.516 -1.417
C: 4.468 4.348 -0.648
C: 4.258 3.563 0.640
C: 5.563 3.215 1.365
C: 6.434 2.261 0.541
C: 5.673 1.057 0.244
C: 6.313 -0.148 0.103
C: 5.533 -1.294 -0.158
F: 6.102 -2.484 -0.188
C: 4.203 -1.268 -0.369
C: 3.524 -0.080 -0.214
C: 2.046 -0.054 -0.498
O: 1.471 -1.110 -0.790
C: 1.445 1.230 -0.314
C: 2.264 2.337 0.089
N: 3.547 2.261 0.284
C: 4.265 1.107 0.145
C: -0.033 1.496 -0.604
O: -0.641 2.472 -0.183
O: -0.591 0.620 -1.411
H: 4.891 5.310 -0.372
H: 3.509 4.632 -1.083
H: 5.123 3.879 -1.378
H: 3.593 4.168 1.308
H: 5.364 2.737 2.343
H: 6.071 4.175 1.541
H: 7.390 2.029 1.026
H: 6.715 2.729 -0.441
H: 7.407 -0.202 0.344
H: 3.751 -2.216 -0.690
H: 1.708 3.254 0.268
C: -4.799 3.132 1.553
C: -3.959 3.346 0.262
C: -4.483 2.425 -0.855
C: -5.448 2.969 -1.704
C: -6.256 2.100 -2.521
C: -5.960 0.745 -2.517
C: -4.888 0.187 -1.739
C: -4.645 -1.384 -1.837
C: -4.774 -2.271 -0.615
C: -4.199 1.011 -0.870
N: -3.230 0.319 -0.205
C: -2.733 0.556 1.064
C: -1.678 0.029 1.585
C: -1.122 0.159 2.866
C: -0.212 -0.760 3.021
C: -0.197 -1.573 1.797
N: -0.976 -1.076 0.942
H: -4.298 3.476 2.477
H: -5.012 2.098 1.674
H: -5.686 3.668 1.465
H: -2.899 3.236 0.587
H: -3.972 4.365 -0.220
H: -5.612 4.025 -1.730
H: -7.119 2.458 -3.126
H: -6.591 0.113 -3.100
H: -3.634 -1.465 -2.230
H: -5.225 -1.707 -2.705
H: -3.900 -2.375 0.010
H: -5.073 -3.251 -0.975
H: -5.521 -1.972 0.060
H: -3.112 1.344 1.671
H: -1.378 0.825 3.666
H: 0.391 -1.039 3.906
H: 0.387 -2.504 1.779
N: 0.098 -7.542 0.587
C: 0.864 -7.179 -0.462
N: 1.869 -7.982 -0.850
N: 0.800 -6.009 -1.053
C: 0.044 -4.996 -0.697
N: -0.500 -4.016 -0.348
H: 0.306 -8.372 1.135
H: -0.685 -7.009 0.934
H: 1.910 -8.944 -0.559
H: 2.475 -7.667 -1.610

---

No. 5
This record from OMol25 describes the molecule C6H2Br2O. The level of theory is ωB97M-V/def2-TZVPD.

Lowest unoccupied orbital energy: -0.133 eV
ΔE to the lowest compared entry with this formula, charge and spin: 20.5 kcal per mole

Element x y z (Å)
C: 0.214 -1.168 -0.713
C: -1.922 0.522 -0.640
C: -0.765 -0.299 -0.571
C: 1.326 -0.776 0.122
C: 1.277 0.361 0.784
C: -0.991 0.938 0.235
O: 1.543 1.282 1.450
Br: 2.946 -1.772 0.287
Br: -0.998 2.288 1.509
H: 0.235 -2.029 -1.348
H: -2.863 0.653 -1.114

---

No. 6
This record from OMol25 describes the molecule C3H2N4O. The level of theory is ωB97M-V/def2-TZVPD.

SMILES string: O=c1cnnncn1
Lowest unoccupied orbital energy: -1.877 eV
ΔE to the lowest compared entry with this formula, charge and spin: 82.2 kcal per mole

Element x y z (Å)
O: -1.255 1.383 -1.688
C: -0.701 0.814 -0.764
C: 0.740 0.849 -0.236
N: 1.727 -0.045 -0.284
N: 1.268 -1.405 -0.196
N: 0.234 -1.743 0.425
C: -0.692 -0.826 0.899
N: -1.437 0.184 0.360
H: 1.279 1.913 -0.200
H: -1.162 -1.124 1.684